Entry 1:
# C21H25NO2S

C21H25NO2S as an isolated structure (the ωB97M-V functional and the def2-TZVPD basis, OMol25).

Properties
Highest occupied orbital energy: -0.2864 Ha
Orbital gap: 7.75 eV
Relative energy (zero: lowest compared OMol25 entry of this formula, charge and spin): 1805.3 kJ/mol

Last column: Mulliken charge in e.
Atoms and positions in Å:
S1 0.993 -2.836 -0.828  -0.51
O1 0.399 3.909 3.531  -0.56
O2 -2.510 0.119 1.828  -0.67
N1 -0.625 0.225 2.954  0.24
C1 -0.303 -1.275 2.734  -1.22
C2 0.565 -2.524 -2.259  1.03
C3 1.695 -2.064 -3.302  -0.59
C4 0.428 1.035 3.451  -1.60
C5 -0.958 3.183 1.713  -0.28
C6 -0.825 0.280 -0.890  0.75
C7 -0.967 -2.203 -2.759  -0.60
C8 -0.840 -1.797 -4.014  -0.07
C9 -1.748 0.856 2.433  0.44
C10 0.182 -1.781 0.213  0.58
C11 -1.999 2.109 2.475  -0.51
C12 0.485 -1.747 1.614  -0.99
C13 -1.131 1.394 -1.494  -0.62
C14 0.348 3.227 2.302  -0.07
C15 0.339 2.130 -1.715  -1.09
C16 1.493 1.615 -1.430  -0.24
C17 1.341 0.144 -0.537  -0.83
C18 -0.083 -1.625 -4.969  -0.29
C19 0.184 -0.402 -0.355  -0.35
C20 1.240 1.993 2.399  -0.35
C21 1.327 -1.950 -4.640  -0.46
H1 2.538 1.935 -1.503  0.45
H2 1.530 -0.963 1.762  0.13
H3 2.058 2.115 2.873  0.82
H4 -1.042 -1.886 0.151  0.27
H5 2.389 -0.270 -0.402  0.30
H6 0.394 2.945 -2.271  0.70
H7 -1.503 4.124 1.598  0.51
H8 1.474 1.563 1.373  -0.27
H9 1.182 4.232 3.930  0.38
H10 -0.316 -1.167 -6.097  0.22
H11 -0.034 1.514 4.405  0.36
H12 -1.349 -1.767 2.449  0.31
H13 -1.963 -0.086 -0.643  0.12
H14 1.120 3.961 1.628  0.17
H15 2.049 -1.643 -5.451  0.29
H16 -0.203 -1.641 3.770  0.47
H17 -1.899 2.044 -1.974  0.37
H18 -0.808 2.522 0.766  -0.05
H19 -1.779 2.445 3.645  0.27
H20 -3.041 2.633 2.110  0.32
H21 0.828 -2.629 1.896  0.72
H22 2.824 -2.460 -3.101  0.25
H23 -1.607 -2.249 -1.961  0.73
H24 1.029 0.419 3.737  1.02
H25 -2.200 -1.758 -4.384  0.02



Entry 2:
# C21H26As2F15NO7S2Se2Ta

C21H26As2F15NO7S2Se2Ta as an isolated structure (the ωB97M-V functional and the def2-TZVPD basis, OMol25).

Properties
Net charge: +1
Highest occupied orbital energy: -0.4035 Ha
Orbital gap: 7.03 eV

Last column: Mulliken charge in e.
Atoms and positions in Å:
Ta1 -0.497 -0.030 -0.609  0.94
Se1 -2.219 -1.095 0.998  -0.19
Se2 -1.149 -2.076 -1.955  -0.10
As1 1.085 -0.208 1.751  1.63
As2 -1.358 1.806 1.476  1.19
S1 -1.538 1.758 -2.586  1.36
S2 0.093 3.442 -1.382  1.32
F1 4.219 -0.179 -0.702  -0.32
F2 1.945 0.807 -3.937  -0.12
F3 2.535 4.252 -1.479  -0.17
F4 -2.108 2.081 -5.077  -0.15
F5 1.175 5.302 -2.801  -0.19
F6 3.014 1.469 -1.385  -0.07
F7 2.817 -2.485 -0.636  -0.13
F8 0.913 -1.090 -4.003  -0.19
F9 4.107 -2.332 -2.362  -0.27
F10 3.021 -1.006 -4.406  -0.26
F11 1.857 3.314 -3.314  -0.16
F12 2.073 -3.032 -2.577  -0.23
F13 4.368 0.479 -2.745  -0.27
F14 -3.641 2.787 -3.716  -0.17
F15 -3.357 0.660 -4.019  -0.15
O1 0.516 2.123 -0.868  -0.52
O2 -2.204 1.271 -1.339  -0.85
O3 1.270 -0.478 -1.321  0.95
O4 -4.264 -5.050 0.016  -0.53
O5 -0.558 0.713 -2.870  -0.86
O6 0.328 -3.433 0.637  -0.31
O7 -0.250 4.448 -0.443  -0.63
N1 -1.024 3.215 -2.504  -0.70
C1 -0.571 -4.428 0.143  -1.62
C2 -2.459 -3.295 -1.196  -1.59
C3 0.457 3.867 2.525  -0.89
C4 2.860 -2.166 -1.938  0.27
C5 -2.040 -3.968 0.108  2.68
C6 -2.318 -3.042 1.277  -1.43
C7 -2.770 1.835 -3.969  0.54
C8 -2.886 -5.250 0.259  -1.33
C9 2.572 2.084 2.809  -0.61
C10 2.730 3.417 3.165  -0.82
C11 2.359 -0.696 -2.134  1.14
C12 3.517 0.290 -1.743  -0.02
C13 1.532 4.124 -2.326  0.48
C14 0.300 2.539 2.158  0.01
C15 2.046 -0.493 -3.657  -0.15
C16 -2.229 1.373 3.167  -1.23
C17 1.356 1.637 2.308  0.30
C18 -2.577 3.231 0.977  -1.48
C19 1.676 4.305 3.027  -0.82
C20 0.334 -1.114 3.301  -1.35
C21 2.848 -1.001 1.898  -1.68
H1 -3.409 -2.778 -1.079  0.37
H2 -2.548 -5.976 -0.484  0.46
H3 3.156 -0.878 2.935  0.59
H4 -3.573 2.805 1.088  0.46
H5 -0.259 -4.762 -0.850  0.44
H6 -0.355 4.571 2.398  0.33
H7 -0.745 -1.022 3.331  0.29
H8 3.576 -0.554 1.236  0.43
H9 -2.446 3.578 -0.039  0.36
H10 -2.484 2.325 3.631  0.45
H11 -2.578 -4.037 -1.987  0.68
H12 -1.560 0.828 3.824  0.36
H13 -3.350 -3.143 1.616  0.50
H14 0.806 -3.076 -0.118  -0.10
H15 -2.713 -5.687 1.249  0.43
H16 -1.658 -3.251 2.117  0.36
H17 -0.486 -5.282 0.819  0.42
H18 2.748 -2.062 1.683  0.41
H19 -4.704 -4.768 0.822  0.34
H20 -3.127 0.789 2.989  0.49
H21 3.406 1.403 2.919  0.42
H22 3.681 3.762 3.548  0.44
H23 1.802 5.344 3.300  0.44
H24 0.593 -2.166 3.183  0.49
H25 -2.465 4.067 1.664  0.47
H26 0.788 -0.712 4.204  0.45



Entry 3:
# C21H26BCl5DyF4N5O2

C21H26BCl5DyF4N5O2 as an isolated structure (the ωB97M-V functional and the def2-TZVPD basis, OMol25).

Properties
Highest occupied orbital energy (alpha / beta): -0.2621 / -0.2626 Ha
Multiplicity: 6
Orbital gap (alpha / beta): 6.64 / 6.65 eV
Relative energy (zero: lowest compared OMol25 entry of this formula, charge and spin): 96.0 kJ/mol
<S²>: 9.3407

Last column: Mulliken charge in e.
Atoms and positions in Å:
Dy1 0.102 0.210 -0.866  0.86
Cl1 0.043 -4.440 1.147  -0.13
Cl2 -0.707 -3.260 3.904  -0.20
Cl3 -0.510 -4.968 -3.721  -0.11
Cl4 -1.244 -3.128 -5.931  -0.05
Cl5 -3.202 -3.797 -3.821  -0.09
F1 -0.900 2.648 -4.541  -0.23
F2 0.023 0.634 -4.811  -0.34
F3 -0.303 1.550 -2.588  -0.46
F4 1.335 2.369 -4.169  -0.34
O1 3.108 -2.731 -0.236  -0.65
O2 1.358 -1.413 -0.373  -0.10
N1 -2.373 -0.099 -0.220  1.03
N2 -0.914 -1.500 -2.790  0.01
N3 1.906 1.838 0.144  1.31
N4 -0.337 0.902 1.310  0.98
N5 2.219 -0.217 -2.478  -0.34
C1 2.626 -1.608 -2.357  -0.71
C2 -1.105 -2.410 -3.409  -0.49
C3 -4.380 1.780 2.347  -1.10
C4 -2.347 -1.491 0.208  -1.17
C5 3.254 0.661 3.495  -0.82
C6 2.023 1.281 1.482  0.76
C7 -1.609 1.205 1.756  -0.54
C8 2.411 -2.018 -0.878  0.58
C9 -1.524 -3.545 -4.298  0.70
C10 1.352 3.195 0.184  -1.17
C11 -3.996 1.098 1.181  -0.05
C12 0.547 -3.671 2.638  -0.02
C13 0.913 0.387 3.369  -0.32
C14 0.804 0.905 2.079  -0.71
C15 -1.987 1.834 2.954  -0.62
C16 -3.377 2.052 3.243  -0.68
C17 3.214 1.172 2.222  -0.40
C18 3.232 1.954 -0.483  -2.07
C19 -2.714 0.768 0.877  0.69
C20 -3.353 -0.012 -1.347  -1.19
C21 2.079 0.189 4.089  -1.05
B1 0.076 1.864 -4.187  0.35
H1 3.015 2.298 -1.482  0.38
H2 1.072 -2.707 2.345  -0.10
H3 -4.856 0.867 0.514  0.14
H4 1.892 3.931 0.806  0.27
H5 -0.042 0.042 3.796  0.56
H6 4.113 1.543 1.780  0.43
H7 -1.681 -1.567 1.080  0.23
H8 0.352 3.193 0.577  0.24
H9 1.991 -2.285 -2.910  0.15
H10 -3.394 1.032 -1.556  0.47
H11 2.934 0.341 -2.117  0.18
H12 -1.913 -2.097 -0.582  0.32
H13 -1.222 1.996 3.720  0.47
H14 1.977 -0.336 5.047  0.42
H15 -4.361 -0.406 -0.905  0.33
H16 -5.390 2.076 2.594  0.41
H17 3.885 2.627 0.022  0.49
H18 3.674 0.970 -0.611  0.54
H19 1.898 0.200 -3.379  0.19
H20 -3.060 -0.615 -2.189  0.17
H21 -3.589 2.490 4.220  0.36
H22 1.172 -4.367 3.143  0.41
H23 -3.363 -1.723 0.499  0.52
H24 3.635 -1.783 -2.719  0.41
H25 1.335 3.466 -0.857  0.48
H26 4.184 0.625 4.042  0.40



Entry 4:
# C21H26BrI2NO8PY

C21H26BrI2NO8PY as an isolated structure (the ωB97M-V functional and the def2-TZVPD basis, OMol25).

Properties
Highest occupied orbital energy: -0.3354 Ha
Orbital gap: 7.93 eV
Relative energy (zero: lowest compared OMol25 entry of this formula, charge and spin): 78.9 kJ/mol

Last column: Mulliken charge in e.
Atoms and positions in Å:
I1 4.522 2.980 -0.912  0.27
I2 3.160 5.126 -1.808  -0.15
Y1 2.038 0.769 -0.350  1.15
Br1 0.742 3.274 0.743  -0.01
P1 -0.215 -0.556 0.778  1.83
O1 -0.551 -1.961 1.397  -0.51
O2 -0.333 1.592 -3.370  -0.65
O3 0.194 -0.569 -0.681  -0.75
O4 1.358 1.991 -1.970  -0.75
O5 3.931 0.264 0.848  -0.57
O6 5.813 0.505 -0.351  -0.67
O7 -1.553 0.282 0.845  -0.06
O8 0.918 0.093 1.550  -0.93
N1 3.216 -1.222 -1.339  -0.17
C1 4.811 -0.111 -0.006  -0.01
C2 0.168 2.213 -2.459  0.43
C3 -1.460 0.832 3.259  -1.49
C4 -0.955 -3.183 0.685  1.64
C5 0.275 -3.775 0.022  -1.49
C6 5.160 -2.525 -0.834  -0.75
C7 -2.336 0.659 2.030  1.66
C8 -2.992 1.970 1.637  -1.52
C9 -3.376 -0.427 2.245  -1.60
C10 2.745 -2.215 -2.095  -0.51
C11 -0.417 3.975 -0.625  0.51
C12 -2.255 5.098 -2.332  -0.66
C13 4.648 -3.568 -1.589  -0.22
C14 -1.476 -4.093 1.782  -1.75
C15 -1.131 5.089 -0.214  -0.78
C16 -1.534 3.981 -2.712  -0.53
C17 -2.051 5.659 -1.080  -0.55
C18 4.415 -1.368 -0.755  1.01
C19 -2.042 -2.861 -0.330  -1.36
C20 3.433 -3.406 -2.246  -0.73
C21 -0.584 3.394 -1.874  0.64
H1 -2.236 2.737 1.471  0.22
H2 3.017 -4.195 -2.857  0.43
H3 -3.566 1.843 0.719  0.38
H4 -2.605 6.534 -0.766  0.41
H5 -4.036 -0.152 3.070  0.49
H6 -1.758 -5.059 1.361  0.41
H7 1.070 -3.912 0.757  0.39
H8 -3.982 -0.552 1.346  0.32
H9 1.786 -2.041 -2.567  0.68
H10 -0.674 1.563 3.076  0.23
H11 0.031 -4.744 -0.415  0.53
H12 -0.995 -0.110 3.552  0.30
H13 -2.976 5.532 -3.012  0.41
H14 5.194 -4.498 -1.674  0.44
H15 -0.707 -4.251 2.538  0.37
H16 -1.676 -2.172 -1.091  0.26
H17 -0.973 5.499 0.773  0.49
H18 6.113 -2.591 -0.330  0.47
H19 -1.680 3.520 -3.679  0.49
H20 0.626 -3.112 -0.766  0.07
H21 -2.080 1.178 4.087  0.50
H22 -2.895 -1.373 2.489  0.17
H23 -2.359 -3.782 -0.823  0.50
H24 -2.353 -3.654 2.257  0.39
H25 -3.664 2.304 2.430  0.44
H26 -2.906 -2.421 0.165  0.25